# 1
Below is a 5-piece molecular cluster, C28H26F4NO overall, with properties calculated with ωB97M-V/def2-TZVPD.

Geometry as XYZ:
```
60
Properties=species:S:1:pos:R:3:forces:R:3
F 1.58991 2.70556 2.40154 -0.02 0.13 0.09
F -1.77897 -0.81962 0.29900 -0.05 -0.02 0.01
F -0.44374 -5.95638 -4.69761 0.00 -0.02 -0.03
F -3.88203 4.86838 -0.72741 -0.03 0.00 -0.01
O 1.63517 -3.91327 -0.69244 0.11 0.10 0.17
N 2.92579 -1.95481 -0.02031 0.14 -0.31 -0.52
C -0.11737 2.40429 -1.61075 0.02 -0.03 0.00
C -1.10886 1.66164 -2.23831 0.16 0.06 0.16
C 4.82349 -3.57090 0.42600 0.14 -0.08 0.35
C 0.96299 -4.85063 0.09253 -0.14 -0.43 -0.37
C 1.64813 -2.59304 -0.09499 0.56 0.42 0.17
C 3.91199 -2.78014 0.21390 -0.57 0.13 -0.07
C 0.31701 2.04858 -0.33857 -0.12 0.03 -0.24
C 3.50349 -0.38889 4.29786 0.02 0.00 0.05
C -3.61915 -4.33592 -4.10385 0.11 0.05 0.04
C -3.22220 -3.28169 -3.29151 -0.03 -0.01 -0.03
C -1.16712 5.08537 1.64592 -0.02 0.11 0.01
C 1.60323 1.07208 4.09775 -0.21 0.09 0.06
C -2.92995 6.75874 0.29496 -0.11 0.12 -0.08
C 4.11287 0.25132 3.22808 -0.04 -0.01 0.08
C -1.35363 -5.07531 -4.23654 -0.27 0.16 0.08
C -2.10616 4.54334 0.78157 -0.04 -0.29 -0.03
C -2.97043 5.38994 0.11844 0.16 0.10 0.14
C -2.68046 -5.23963 -4.58675 -0.07 -0.11 -0.07
C -1.23135 0.24265 -0.32346 0.11 0.09 -0.08
C 3.47216 1.29933 2.58640 0.06 0.13 -0.14
C 2.25049 0.02048 4.73035 0.11 0.00 -0.06
C -1.88182 -3.13660 -2.95992 -0.14 0.09 0.00
C 2.22902 1.68992 3.03557 0.15 -0.26 0.10
C -1.66415 0.56807 -1.59058 -0.29 -0.13 -0.22
C -0.94207 -4.03573 -3.42877 0.52 -0.05 0.03
C -1.99298 7.29277 1.16818 0.05 -0.11 0.02
C -0.24680 0.96420 0.31492 0.12 0.02 0.31
C -1.11047 6.45899 1.84155 0.02 0.03 0.03
H 1.77083 -0.48311 5.55886 -0.02 0.00 0.01
H 5.50692 -4.37773 0.46792 0.20 0.05 -0.06
H -4.66261 -4.45764 -4.36366 0.00 -0.01 -0.02
H 0.62597 1.40918 4.41857 -0.01 0.00 -0.03
H 3.92268 1.80150 1.74116 -0.03 -0.04 -0.03
H 1.24953 -5.85933 -0.21032 0.19 0.00 -0.22
H 0.32544 3.25301 -2.11500 0.01 0.00 0.00
H -1.95226 8.36295 1.32192 -0.01 0.02 -0.02
H 1.20757 -4.77243 1.15190 -0.06 0.19 0.16
H -2.96921 -6.06364 -5.22599 0.02 -0.01 0.01
H 1.09835 2.61260 0.14676 0.02 0.01 0.01
H 1.23417 -2.68037 0.92373 -0.35 -0.20 0.00
H -2.42731 -0.03671 -2.06338 -0.02 0.01 0.01
H -0.12227 -4.78968 -0.06622 -0.15 0.09 0.30
H -3.62203 7.39091 -0.24546 -0.01 -0.02 0.00
H -3.95383 -2.57597 -2.91948 -0.01 -0.01 0.01
H -1.55006 -2.31768 -2.33572 -0.02 -0.02 0.06
H 0.97931 -1.98366 -0.71160 -0.12 0.20 0.10
H 4.00422 -1.21139 4.78978 -0.01 -0.03 -0.04
H -0.37859 6.87961 2.51828 0.01 0.00 0.00
H -2.16774 3.47421 0.62212 0.02 0.01 -0.06
H 5.08640 -0.07041 2.88678 -0.04 -0.07 -0.09
H -1.44247 1.92552 -3.23290 -0.02 -0.01 -0.01
H 0.07581 0.67361 1.30598 0.05 -0.07 -0.04
H -0.47814 4.43188 2.16481 0.00 -0.03 -0.02
H 0.10331 -3.92838 -3.16159 -0.01 -0.07 0.03
```
Forces are in eV/Å.

**Total charge**: -1
**Orbital gap**: 4.63 eV
**Strongest force on any atom**: 0.014 hartree/bohr
**Multiplicity**: 1
**E**: -1611.929462 hartree
**HOMO level**: -2.17 eV

Results of the Mulliken charge analysis, in e, for atoms 1 through 8:
1 F -0.245
2 F -0.402
3 F -0.316
4 F -0.316
5 O -0.326
6 N -0.752
7 C -0.661
8 C -0.516

# 2
Below is a 5-piece molecular cluster, C24H22F32O7 overall in a non-equilibrium geometry, with properties calculated with ωB97M-V/def2-TZVPD.

Geometry as XYZ:
```
85
Properties=species:S:1:pos:R:3:forces:R:3
F 2.06334 2.94636 4.23285 0.07 -0.12 0.21
F -1.92950 1.48784 5.37834 -0.13 -0.50 -0.36
F -2.56491 7.06732 4.11401 -0.10 0.00 0.17
F -0.82164 -3.58647 4.29213 -0.21 0.15 0.18
F -2.93717 5.23897 2.20689 0.17 0.09 -0.10
F -4.66942 -3.53206 -4.37193 -0.18 0.03 -0.29
F -4.12881 1.84099 7.20062 0.23 -0.10 0.23
F 3.56703 2.26761 2.76906 -0.15 -0.11 0.17
F -4.50383 5.13680 3.73503 0.03 0.18 -0.04
F 1.31068 1.29762 1.24061 0.33 0.13 -0.04
F 7.97269 2.09770 -1.95149 0.05 -0.18 -0.04
F 5.86998 2.13920 -0.32032 -0.06 0.26 -0.05
F -3.48314 0.92240 3.88926 0.48 -0.56 0.17
F 6.74443 1.57162 -3.68372 -0.19 0.22 0.02
F 5.78807 3.63773 -1.90253 0.01 0.06 -0.02
F -3.64809 -5.27033 -3.52636 -0.06 -0.09 0.09
F 1.48989 -2.26716 4.55449 -0.16 -0.04 0.05
F -2.22567 -2.89473 -5.70674 -0.34 0.20 -0.02
F -3.03911 -4.88188 -6.20570 -0.14 0.42 0.11
F 2.11815 0.57397 -1.61332 -0.14 -0.25 -0.11
F 1.63921 -4.67058 -4.88129 0.08 -0.18 0.02
F 0.68644 -6.62363 -4.87744 0.02 0.01 -0.13
F 1.06187 2.49446 -1.50766 -0.18 -0.08 -0.15
F 2.77910 1.06297 -4.20815 0.21 0.11 -0.16
F -3.71249 -0.19883 6.44073 0.22 0.06 0.25
F 1.90863 3.09655 -4.06650 0.37 0.03 0.00
F -1.03869 5.49780 4.21786 -0.15 0.02 -0.12
F 0.64378 -6.48196 -7.73151 0.34 -0.13 0.19
F 2.64418 -6.44317 -6.78573 -0.15 -0.05 0.04
F 0.12004 1.71843 3.00927 -0.07 -0.01 0.03
F -1.54244 -2.13831 2.79156 -0.23 0.05 0.17
F -0.13530 -0.85683 4.79632 -0.30 -0.09 0.11
O -0.34540 -4.88611 -5.84721 -0.57 0.17 -0.35
O -1.44503 -0.72532 -3.38187 0.30 -0.10 -0.37
O -1.00935 0.13793 -1.35945 -0.02 0.12 -0.03
O 4.48891 1.81759 -2.03627 -0.08 -0.02 -0.14
O -1.41695 -2.02139 -1.54664 -0.17 -0.24 -0.23
O 0.96106 -0.93535 2.85935 -0.13 0.03 -0.46
O -3.51368 2.92534 4.82064 -0.23 -0.13 0.07
C -1.51371 -1.77211 -0.15003 0.60 -0.50 0.63
C -2.50284 -4.11038 -5.20982 0.14 -1.28 -0.62
C 1.83257 0.11502 3.21935 0.80 0.46 0.78
C 0.46631 -1.64981 3.89745 0.64 0.05 0.30
C 5.68450 2.31681 -1.66733 -0.10 -0.20 0.26
C 2.25639 2.60204 2.95103 0.53 0.49 -0.65
C -0.98921 -0.33972 0.01566 -0.09 0.23 -0.65
C -0.45336 -2.72460 3.33486 0.30 -0.32 -0.48
C 1.49409 -5.76492 -6.95451 -0.34 0.43 -0.37
C -4.13632 1.04032 6.12527 -0.69 -0.07 -0.59
C 0.81961 -5.49063 -5.60951 0.48 -0.01 0.34
C 3.35159 2.59639 -1.68481 -0.08 0.45 -0.42
C 1.37880 1.41137 2.59032 -0.45 -0.29 0.27
C -3.47311 -4.02850 -4.03486 0.60 0.77 0.28
C -1.22828 -4.77024 -4.74677 0.56 0.04 0.94
C -3.23346 1.60863 5.03184 0.07 0.89 0.22
C 6.80877 1.53106 -2.33985 0.09 -0.21 0.03
C -1.28211 -0.85130 -2.21251 -0.40 0.12 0.37
C -1.82600 0.62909 0.80028 -0.62 0.54 -0.04
C -3.18951 4.89781 3.48621 -0.55 -0.61 0.41
C 2.09430 1.82968 -2.09670 0.72 0.82 0.59
C 1.85039 1.82224 -3.60550 -1.04 -0.33 -0.03
C -2.90992 3.40792 3.63420 0.69 0.68 -0.46
C -2.36518 5.77358 4.42546 0.64 0.06 -0.10
H 1.87977 0.25820 4.30340 -0.34 0.07 -0.07
H 3.32125 2.87286 -0.62961 -0.03 -0.47 0.11
H -2.85007 0.59473 0.41644 -0.04 -0.21 0.18
H 3.35154 3.53475 -2.24620 0.03 -0.10 0.00
H -2.55188 5.58036 5.48065 -0.36 0.10 0.01
H -5.15469 0.95634 5.73308 0.02 0.12 0.11
H -1.40195 -5.75219 -4.31037 -0.34 0.01 -0.18
H 2.06041 3.45869 2.30087 -0.24 -0.03 0.08
H -1.51356 1.65845 0.61279 0.34 -0.13 -0.04
H 0.08014 -3.27261 2.55200 -0.03 0.02 0.03
H -1.82048 3.31834 3.67099 -0.07 -0.27 0.03
H -0.86803 -2.48066 0.36941 0.08 0.01 -0.15
H -3.27143 2.90909 2.73700 -0.21 -0.01 0.07
H 0.84790 1.45307 -3.84821 0.12 -0.21 0.14
H -1.83411 0.49847 1.87974 0.09 -0.38 -0.03
H 2.87583 -0.07779 2.95872 -0.25 -0.26 -0.50
H 1.68273 -4.80442 -7.44568 0.14 -0.15 0.00
H -2.99884 -3.36945 -3.29582 -0.29 -0.14 0.20
H 0.05982 -0.32522 0.28862 0.00 -0.14 0.29
H -2.52095 -1.99660 0.20205 -0.17 0.52 -0.14
H 6.74537 0.48882 -2.01679 0.20 0.04 0.03
H -0.79996 -4.14608 -3.95003 0.09 0.05 -0.23
```
Forces are in eV/Å.

**Orbital gap**: 11.64 eV
**Strongest force on any atom**: 0.028 hartree/bohr
**ΔE to the lowest compared entry with this formula, charge and spin**: 0.000 eV
**Multiplicity**: 1
**E**: -4650.203996 hartree
**HOMO level**: -11.50 eV

Results of the Mulliken charge analysis, in e, for atoms 1 through 8:
1 F -0.271
2 F -0.255
3 F -0.259
4 F -0.284
5 F -0.308
6 F -0.270
7 F -0.258
8 F -0.291